Entry 1:
Here is C46H53N2O2P2PdSe2Si as an isolated structure from the Open Molecules 2025 dataset. Energies are from ωB97M-V/def2-TZVPD.

Atoms and positions in Å:
1 Pd -0.203 -0.066 0.163
2 C -2.010 0.368 3.550
3 Si -1.233 1.092 2.008
4 C -2.462 2.256 1.169
5 C -3.553 2.814 1.841
6 C -4.364 3.758 1.232
7 C -4.096 4.172 -0.067
8 C -3.031 3.621 -0.758
9 C -2.224 2.661 -0.151
10 P -0.867 1.852 -1.060
11 C 0.299 3.183 -1.464
12 C 1.028 3.182 -2.654
13 C 2.007 4.140 -2.875
14 C 2.279 5.094 -1.904
15 C 1.559 5.099 -0.717
16 C 0.569 4.154 -0.498
17 C -1.573 1.354 -2.664
18 C -1.823 0.001 -2.878
19 C -2.394 -0.437 -4.064
20 C -2.718 0.481 -5.051
21 C -2.461 1.832 -4.855
22 C -1.889 2.268 -3.670
23 C 0.177 2.248 2.561
24 C -0.076 3.406 3.299
25 C 0.949 4.276 3.644
26 C 2.257 3.997 3.267
27 C 2.538 2.849 2.545
28 C 1.502 1.986 2.192
29 P 1.800 0.476 1.234
30 C 2.084 -0.845 2.450
31 C 1.818 -0.656 3.804
32 C 1.955 -1.711 4.696
33 C 2.361 -2.958 4.246
34 C 2.632 -3.154 2.897
35 C 2.490 -2.105 2.003
36 C 3.404 0.733 0.418
37 C 4.571 0.058 0.763
38 C 5.757 0.330 0.091
39 C 5.789 1.280 -0.918
40 C 4.630 1.969 -1.256
41 C 3.445 1.693 -0.595
42 H -2.333 1.167 4.225
43 H -1.282 -0.241 4.090
44 H -2.878 -0.251 3.311
45 H -3.774 2.502 2.855
46 H -5.207 4.175 1.768
47 H -4.723 4.914 -0.543
48 H -2.842 3.936 -1.776
49 H 0.830 2.436 -3.414
50 H 2.555 4.141 -3.808
51 H 3.046 5.837 -2.076
52 H 1.764 5.844 0.041
53 H 0.006 4.170 0.428
54 H -1.532 -0.718 -2.118
55 H -2.570 -1.493 -4.223
56 H -3.159 0.145 -5.980
57 H -2.702 2.548 -5.630
58 H -1.671 3.321 -3.543
59 H -1.094 3.646 3.589
60 H 0.729 5.175 4.206
61 H 3.057 4.674 3.537
62 H 3.558 2.633 2.252
63 H 1.512 0.319 4.165
64 H 1.749 -1.554 5.747
65 H 2.471 -3.777 4.945
66 H 2.952 -4.124 2.540
67 H 2.701 -2.264 0.951
68 H 4.570 -0.671 1.562
69 H 6.659 -0.200 0.367
70 H 6.715 1.489 -1.436
71 H 4.647 2.723 -2.033
72 H 2.547 2.237 -0.856
73 O -5.222 -3.889 0.839
74 C -4.116 -4.083 -0.036
75 C -2.938 -3.245 0.477
76 C -3.379 -1.777 0.619
77 O -4.116 -1.508 1.791
78 C -2.499 -3.829 1.822
79 Se -1.013 -2.902 2.650
80 C -1.833 -3.342 -0.582
81 Se -0.066 -2.715 -0.001
82 H -5.982 -4.382 0.516
83 H -4.367 -3.755 -1.051
84 H -3.834 -5.141 -0.075
85 H -3.934 -1.487 -0.283
86 H -2.489 -1.141 0.671
87 H -4.910 -2.059 1.763
88 H -2.148 -4.857 1.694
89 H -3.319 -3.826 2.534
90 H -2.116 -2.763 -1.463
91 H -1.692 -4.377 -0.895
92 C 2.718 -3.448 -4.190
93 C 2.775 -1.977 -3.794
94 C 2.677 -1.096 -5.035
95 C 4.082 -1.696 -3.043
96 N 1.586 -1.747 -2.951
97 N 1.433 -0.441 -2.422
98 H 3.582 -3.717 -4.798
99 H 1.811 -3.655 -4.758
100 H 2.721 -4.088 -3.303
101 H 3.476 -1.339 -5.736
102 H 2.771 -0.038 -4.783
103 H 1.718 -1.251 -5.532
104 H 4.941 -1.892 -3.687
105 H 4.168 -2.336 -2.162
106 H 4.161 -0.655 -2.718
107 H 1.598 -2.392 -2.168
108 H 0.921 0.116 -3.097
109 H 2.329 0.009 -2.248

Calculated values
- Kohn-Sham gap (alpha / beta): 6.7 / 6.2 eV
- LUMO level (alpha / beta): -0.061 / -0.169 hartree
- Total charge: +1
- <S²>: 6.017
- 2S+1: 5



Entry 2:
Here is C46H53N5O2PRbSSi3 as an isolated structure from the Open Molecules 2025 dataset. Energies are from ωB97M-V/def2-TZVPD.

Atoms and positions in Å:
1 Rb -1.637 -0.618 1.263
2 N 0.216 -0.207 6.119
3 C -0.648 -0.055 5.055
4 S -1.470 -1.442 4.526
5 N -0.698 1.222 4.662
6 N -1.429 1.498 3.566
7 C -1.612 2.756 3.331
8 C -1.185 3.864 4.236
9 C -2.142 4.765 4.702
10 C -1.794 5.812 5.542
11 C -0.472 5.980 5.928
12 C 0.489 5.089 5.471
13 C 0.138 4.038 4.638
14 C -2.334 3.113 2.090
15 C -2.235 4.401 1.548
16 C -2.918 4.704 0.385
17 C -3.691 3.725 -0.218
18 C -3.710 2.469 0.372
19 N -3.055 2.163 1.482
20 H 0.515 -1.156 6.264
21 H 0.928 0.506 6.180
22 H -3.175 4.636 4.400
23 H -2.558 6.495 5.898
24 H -0.193 6.796 6.585
25 H 1.524 5.206 5.771
26 H 0.889 3.337 4.305
27 H -1.614 5.144 2.030
28 H -2.835 5.692 -0.051
29 H -4.235 3.908 -1.135
30 H -4.268 1.656 -0.085
31 O -3.914 -2.770 0.769
32 C -3.457 -2.649 -0.373
33 O -2.946 -1.617 -0.901
34 C -3.477 -3.866 -1.292
35 C -4.439 -4.850 -1.093
36 C -4.524 -5.940 -1.943
37 C -3.618 -6.062 -2.989
38 C -2.635 -5.102 -3.171
39 C -2.552 -3.988 -2.333
40 P -1.201 -2.740 -2.478
41 C -1.855 -1.588 -3.740
42 C -0.957 -0.732 -4.380
43 C -1.395 0.166 -5.342
44 C -2.743 0.245 -5.658
45 C -3.648 -0.578 -5.002
46 C -3.208 -1.490 -4.054
47 C -0.023 -3.723 -3.522
48 C 0.059 -3.757 -4.912
49 C 1.046 -4.499 -5.551
50 C 1.965 -5.229 -4.813
51 C 1.894 -5.208 -3.425
52 C 0.918 -4.455 -2.793
53 H -5.104 -4.730 -0.248
54 H -5.285 -6.696 -1.788
55 H -3.669 -6.912 -3.661
56 H -1.919 -5.227 -3.973
57 H 0.095 -0.767 -4.120
58 H -0.680 0.824 -5.822
59 H -3.089 0.956 -6.400
60 H -4.706 -0.512 -5.229
61 H -3.918 -2.124 -3.538
62 H -0.655 -3.201 -5.507
63 H 1.095 -4.501 -6.634
64 H 2.739 -5.800 -5.312
65 H 2.615 -5.759 -2.834
66 H 0.895 -4.409 -1.709
67 C 2.130 -0.975 -1.825
68 Si 2.571 -1.267 0.001
69 C 1.395 -2.646 0.590
70 C 4.287 -2.103 -0.125
71 C 2.534 0.215 1.049
72 Si 3.367 0.070 2.647
73 C 3.105 -1.609 3.497
74 C 2.868 1.315 3.989
75 C 5.271 0.266 2.569
76 Si 2.334 1.820 0.283
77 C 1.977 3.278 1.446
78 C 3.803 2.442 -0.783
79 C 0.842 1.976 -0.931
80 C 0.882 2.910 -1.972
81 C -0.203 3.074 -2.818
82 C -1.321 2.282 -2.620
83 C -1.291 1.372 -1.574
84 N -0.262 1.231 -0.743
85 H 2.289 -1.905 -2.382
86 H 2.745 -0.196 -2.284
87 H 1.081 -0.693 -1.931
88 H 0.449 -2.602 0.044
89 H 1.178 -2.531 1.655
90 H 1.808 -3.649 0.439
91 H 4.231 -2.996 -0.756
92 H 4.679 -2.403 0.849
93 H 5.008 -1.413 -0.573
94 H 2.052 -1.750 3.757
95 H 3.687 -1.637 4.424
96 H 3.413 -2.458 2.883
97 H 1.781 1.399 4.054
98 H 3.285 2.311 3.824
99 H 3.246 0.963 4.956
100 H 5.714 -0.472 1.895
101 H 5.733 0.154 3.556
102 H 5.532 1.258 2.188
103 H 2.817 3.518 2.100
104 H 1.107 3.059 2.068
105 H 1.751 4.167 0.848
106 H 4.729 2.227 -0.244
107 H 3.773 3.518 -0.986
108 H 3.855 1.917 -1.741
109 H 1.775 3.508 -2.114
110 H -0.172 3.799 -3.625
111 H -2.189 2.339 -3.264
112 H -2.138 0.710 -1.405

Calculated values
- Kohn-Sham gap: 5.5 eV
- LUMO level: 0.137 hartree
- Total charge: -2



Entry 3:
Here is C46H54Cl48IN3O3P2S as an isolated structure in a non-equilibrium geometry from the Open Molecules 2025 dataset. Energies are from ωB97M-V/def2-TZVPD.

Atoms and positions in Å:
1 C 2.883 -3.339 4.243
2 C 1.644 -4.271 3.612
3 P 1.911 -4.165 1.687
4 C 0.672 -5.269 0.745
5 C 1.627 -2.283 1.321
6 C 3.028 -1.407 1.079
7 C 4.535 -2.043 1.187
8 C 5.329 -2.199 -0.239
9 C 5.377 -3.790 -0.731
10 I 5.910 -3.932 -2.891
11 C 2.916 0.228 0.748
12 C 4.228 1.188 0.543
13 C 4.637 1.194 -1.193
14 C 6.343 1.148 -1.515
15 O 5.382 2.469 -1.706
16 C 1.382 0.836 0.650
17 C 1.276 2.462 0.279
18 C 1.523 3.266 1.685
19 C 0.266 4.237 2.142
20 C -0.083 5.403 0.996
21 N -1.129 4.947 0.021
22 C -0.844 5.284 -1.416
23 N -1.911 5.110 -2.309
24 N 0.457 5.732 -2.033
25 C 0.004 -0.018 0.888
26 C 0.120 -1.643 1.266
27 C -1.278 -2.447 1.549
28 O -1.460 -3.492 2.357
29 C -2.655 -1.864 0.800
30 P -4.058 -3.137 0.498
31 S -3.665 -4.471 -0.862
32 C -2.818 -0.409 0.414
33 C -4.221 0.139 -0.296
34 C -5.165 1.127 0.661
35 C -6.619 1.759 0.142
36 C -7.131 1.368 -1.384
37 C -6.183 0.360 -2.321
38 C -4.727 -0.254 -1.806
39 C -1.538 0.604 0.782
40 O -1.859 1.880 1.008
41 H 2.830 -2.217 3.841
42 H 2.855 -3.271 5.409
43 H 3.928 -3.756 3.844
44 H 1.838 -5.387 3.945
45 H 0.604 -3.860 3.953
46 H 1.129 -6.280 0.325
47 H 0.057 -4.704 -0.100
48 H -0.148 -5.612 1.542
49 H 5.158 -1.295 1.879
50 H 4.587 -3.086 1.742
51 H 4.800 -1.609 -1.104
52 H 6.439 -1.856 -0.085
53 H 6.126 -4.432 -0.098
54 H 4.264 -4.173 -0.673
55 H 4.067 2.310 0.839
56 H 5.168 0.755 1.089
57 H 3.882 0.560 -1.969
58 H 6.988 1.266 -0.531
59 H 6.729 1.297 -2.610
60 H 0.258 2.721 -0.264
61 H 2.125 2.728 -0.517
62 H 2.509 3.915 1.528
63 H 1.720 2.464 2.543
64 H -0.680 3.658 2.512
65 H 0.669 4.855 3.079
66 H -0.518 6.314 1.631
67 H 0.949 5.713 0.549
68 H -1.999 5.509 0.267
69 H -1.553 5.363 -3.270
70 H 1.156 4.962 -1.910
71 H 0.771 6.558 -1.461
72 H -4.206 -3.869 1.764
73 H -5.353 -2.468 0.314
74 H -4.865 1.407 1.764
75 H -7.300 2.460 0.798
76 H -8.164 1.808 -1.771
77 H -6.569 0.070 -3.404
78 H -4.083 -0.974 -2.482
79 C -7.523 5.341 -1.152
80 Cl -6.981 3.655 -1.202
81 Cl -6.135 6.441 -1.159
82 Cl -8.600 5.689 -2.515
83 H -8.081 5.496 -0.225
84 C 7.484 1.438 3.127
85 Cl 8.221 2.110 4.592
86 Cl 6.344 0.147 3.540
87 Cl 6.673 2.711 2.198
88 H 8.277 1.011 2.507
89 C -11.216 0.443 -1.644
90 Cl -9.476 0.731 -1.467
91 Cl -11.910 -0.130 -0.117
92 Cl -12.038 1.915 -2.187
93 H -11.361 -0.333 -2.400
94 C -9.200 -2.079 -4.238
95 Cl -10.234 -2.568 -2.885
96 Cl -10.118 -1.110 -5.404
97 Cl -7.792 -1.178 -3.652
98 H -8.845 -2.981 -4.744
99 C 8.219 -6.221 1.515
100 Cl 8.762 -4.576 1.887
101 Cl 6.481 -6.385 1.819
102 Cl 8.599 -6.636 -0.165
103 H 8.750 -6.915 2.170
104 C -8.265 9.822 -1.903
105 Cl -9.380 9.885 -0.527
106 Cl -9.153 9.551 -3.412
107 Cl -7.312 11.312 -2.001
108 H -7.579 8.984 -1.752
109 C -6.165 -3.745 4.375
110 Cl -7.280 -3.682 5.750
111 Cl -7.053 -4.016 2.866
112 Cl -5.212 -2.254 4.277
113 H -5.479 -4.583 4.526
114 C -1.839 7.458 -6.026
115 Cl -1.323 8.327 -7.481
116 Cl -0.656 6.213 -5.592
117 Cl -2.078 8.585 -4.680
118 H -2.793 6.968 -6.238
119 C 4.950 1.222 6.898
120 Cl 5.341 2.796 7.611
121 Cl 4.776 -0.007 8.162
122 Cl 3.471 1.329 5.927
123 H 5.772 0.927 6.241
124 C 8.399 -1.292 7.993
125 Cl 7.750 -0.999 6.371
126 Cl 8.268 -3.008 8.414
127 Cl 10.084 -0.754 8.096
128 H 7.809 -0.716 8.710
129 C -0.001 5.474 -9.765
130 Cl -0.650 5.768 -11.388
131 Cl -0.132 3.758 -9.344
132 Cl 1.684 6.013 -9.663
133 H -0.591 6.051 -9.049
134 C 4.776 -4.064 10.215
135 Cl 6.314 -4.645 10.876
136 Cl 4.673 -2.300 10.336
137 Cl 4.586 -4.584 8.532
138 H 3.963 -4.498 10.803
139 C 3.261 -8.629 1.004
140 Cl 3.777 -7.760 -0.452
141 Cl 4.444 -9.875 1.437
142 Cl 3.022 -7.502 2.350
143 H 2.307 -9.119 0.792
144 C -1.365 -0.707 -4.763
145 Cl -2.480 -0.643 -3.387
146 Cl -2.253 -0.977 -6.272
147 Cl -0.412 0.784 -4.860
148 H -0.679 -1.544 -4.612
149 C -9.466 -3.336 -9.193
150 Cl -8.573 -3.266 -7.664
151 Cl -10.828 -4.462 -9.068
152 Cl -10.033 -1.722 -9.656
153 H -8.789 -3.699 -9.971
154 C 9.861 -3.453 -3.133
155 Cl 10.377 -2.584 -4.588
156 Cl 11.044 -4.699 -2.699
157 Cl 9.622 -2.326 -1.787
158 H 8.907 -3.943 -3.345

Calculated values
- Kohn-Sham gap: 6.2 eV
- LUMO level: -0.073 hartree
- Total charge: 0



Entry 4:
Here is C46H54F3HgN7S2Si as an isolated structure in a non-equilibrium geometry from the Open Molecules 2025 dataset. Energies are from ωB97M-V/def2-TZVPD.

Atoms and positions in Å:
1 Hg 19.803 10.282 16.462
2 S 16.452 10.206 15.165
3 C 15.380 9.578 16.406
4 N 14.127 8.963 16.054
5 C 13.154 8.959 17.119
6 C 13.780 8.299 18.298
7 N 14.974 9.026 18.669
8 C 15.327 8.955 20.071
9 C 14.406 9.849 20.907
10 C 13.721 9.328 21.988
11 C 12.797 10.111 22.674
12 C 12.559 11.426 22.294
13 C 13.307 11.939 21.236
14 C 14.212 11.169 20.531
15 C 15.826 9.562 17.715
16 S 17.356 10.209 18.246
17 C 13.590 9.045 14.699
18 C 12.434 10.008 14.516
19 C 11.174 9.544 14.173
20 C 10.087 10.422 14.062
21 C 10.294 11.778 14.262
22 C 11.556 12.259 14.616
23 C 12.601 11.365 14.790
24 H 12.294 8.387 16.806
25 H 12.804 9.981 17.385
26 H 14.048 7.266 18.055
27 H 13.071 8.298 19.130
28 H 16.389 9.287 20.176
29 H 15.231 7.939 20.433
30 H 13.887 8.298 22.293
31 H 12.289 9.656 23.518
32 H 11.845 12.024 22.810
33 H 13.168 12.972 20.933
34 H 14.730 11.598 19.687
35 H 13.266 8.060 14.370
36 H 14.415 9.334 14.036
37 H 11.042 8.473 14.021
38 H 9.102 10.058 13.796
39 H 9.436 12.465 14.168
40 H 11.678 13.311 14.824
41 H 13.557 11.726 15.129
42 N 23.541 13.045 10.728
43 C 24.592 13.752 10.131
44 C 25.289 13.606 8.936
45 C 26.292 14.519 8.646
46 C 26.571 15.547 9.558
47 C 25.937 15.665 10.783
48 C 24.919 14.755 11.085
49 N 24.113 14.666 12.171
50 C 23.283 13.667 11.939
51 C 22.275 13.227 12.805
52 C 22.075 13.777 14.089
53 C 21.082 13.293 14.900
54 N 20.182 12.310 14.548
55 C 20.389 11.801 13.316
56 C 21.367 12.183 12.432
57 H 23.052 12.254 10.341
58 H 25.080 12.777 8.289
59 H 26.836 14.470 7.700
60 H 27.353 16.267 9.288
61 H 26.208 16.428 11.506
62 H 22.717 14.562 14.431
63 H 20.979 13.636 15.923
64 H 19.682 11.019 13.046
65 H 21.408 11.706 11.457
66 C 18.111 16.434 17.580
67 C 18.393 15.248 16.597
68 N 19.020 14.168 17.334
69 C 18.077 13.537 18.213
70 C 17.293 14.602 19.025
71 N 18.107 15.850 18.970
72 C 19.509 15.476 19.359
73 C 20.099 14.700 18.148
74 H 17.100 16.889 17.414
75 H 18.909 17.172 17.562
76 H 19.029 15.564 15.767
77 H 17.452 14.882 16.169
78 H 18.629 12.892 18.916
79 H 17.373 12.895 17.679
80 H 17.147 14.291 20.057
81 H 16.302 14.794 18.600
82 H 17.756 16.540 19.624
83 H 19.428 14.883 20.262
84 H 20.063 16.387 19.570
85 H 20.757 13.880 18.467
86 H 20.677 15.388 17.514
87 F 23.864 11.367 20.925
88 C 22.911 11.281 19.952
89 C 21.616 10.977 20.326
90 C 20.656 10.997 19.325
91 C 20.975 11.258 17.971
92 C 22.335 11.471 17.660
93 C 23.327 11.455 18.643
94 H 21.433 10.799 21.359
95 H 19.667 10.721 19.587
96 H 22.628 11.652 16.619
97 H 24.389 11.634 18.428
98 C 21.536 8.290 14.511
99 Si 19.750 8.203 15.164
100 C 18.505 7.761 13.800
101 C 19.631 6.996 16.654
102 H 22.004 7.411 13.994
103 H 22.162 8.492 15.381
104 H 21.641 9.155 13.845
105 H 18.874 6.915 13.198
106 H 18.390 8.608 13.111
107 H 17.528 7.561 14.221
108 H 19.589 5.937 16.424
109 H 18.725 7.253 17.219
110 H 20.485 7.175 17.306
111 F 15.538 12.536 15.984
112 C 16.432 11.980 15.106
113 F 16.066 12.417 13.851
114 H 17.437 12.374 15.271

Calculated values
- Kohn-Sham gap (alpha / beta): 2.4 / 4.4 eV
- LUMO level (alpha / beta): 0.026 / 0.026 hartree
- Total charge: -1
- <S²>: 0.769
- 2S+1: 2